Entry from the OMol25 dataset: C2H3Cl2N2O as an isolated structure in a non-equilibrium geometry (the ωB97M-V functional and the def2-TZVPD basis).

Total charge: +1
Highest occupied orbital energy (spin up / spin down), Ha: -0.4328 / -0.5524
Relative energy (zero: lowest compared OMol25 entry of this formula, charge and spin), kcal per mole: 38.7
Multiplicity: 3

Last column: Mulliken charge in e.
CARTESIAN COORDINATES (ANGSTROEM)
C (0.0866, -1.0272, -0.4475)  0.343
C (2.9703, 0.7706, 0.4632)  -0.261
N (1.0232, -1.7240, -0.5994)  0.511
N (-1.2132, -0.8016, -0.5216)  -0.308
O (2.0724, -2.2765, -0.4085)  -0.335
Cl (3.3708, 1.9735, -0.6336)  -0.044
Cl (3.5834, -0.7986, 0.3859)  -0.006
H (2.4541, 0.8733, 1.3734)  0.467
H (-1.8740, -1.3449, -0.0046)  0.297
H (-1.5289, 0.2057, -0.7293)  0.336

***

Entry from the OMol25 dataset: a 2-piece molecular cluster, C5H14NO2 overall in a non-equilibrium geometry (the ωB97M-V functional and the def2-TZVPD basis).

Total charge: -1
Highest occupied orbital energy, Ha: -0.1229
Relative energy (zero: lowest compared OMol25 entry of this formula, charge and spin), kcal per mole: 46.8
Multiplicity: 1

Last column: Mulliken charge in e.
CARTESIAN COORDINATES (ANGSTROEM)
C (1.3076, 1.2254, 0.5381)  -0.551
O (0.1100, 1.3144, 1.3048)  -0.943
C (1.3462, -0.2661, -0.1058)  -0.698
C (0.7630, -0.4791, -1.5300)  -0.465
C (-0.6304, 0.0988, -1.7796)  -0.716
C (-1.6162, 0.0625, -0.5633)  -0.205
N (-2.0427, -1.2413, -0.1546)  -0.794
H (1.1698, 1.9517, -0.2830)  0.220
H (2.0771, 1.3475, 1.2629)  0.400
H (2.4656, -0.5274, -0.1287)  0.405
H (0.8424, -0.9781, 0.4550)  0.316
H (1.6682, -0.2967, -2.1256)  0.319
H (0.4598, -1.5963, -1.5347)  0.102
H (-1.1100, -0.4826, -2.6358)  0.349
H (-0.5617, 1.2062, -1.9940)  0.297
H (-0.9191, 0.6071, 0.2514)  0.170
H (-2.4900, 0.7473, -0.7553)  0.271
H (-1.7250, -1.2777, 0.8421)  0.400
H (-1.4967, -1.8965, -0.6175)  0.270
H (0.2712, 0.3002, 3.8635)  0.268
H (0.1104, 0.5132, 2.4991)  0.317
O (0.0004, -0.3323, 3.1911)  -0.732

***

Entry from the OMol25 dataset: C36H22F12N4O2Pt as an isolated structure (the ωB97M-V functional and the def2-TZVPD basis).

Total charge: -2
Highest occupied orbital energy, Ha: -0.0557
Relative energy (zero: lowest compared OMol25 entry of this formula, charge and spin), kcal per mole: 0.0
Multiplicity: 1

Last column: Mulliken charge in e.
CARTESIAN COORDINATES (ANGSTROEM)
Pt (0.3867, 0.2142, -0.1726)  0.643
C (-5.9774, 2.3093, -2.7395)  -1.591
C (-4.8338, 1.8297, -1.8847)  0.502
C (-4.4453, 2.4773, -0.7286)  -1.560
C (-3.3673, 2.0240, 0.0044)  -0.217
C (-2.5872, 0.8899, -0.3402)  -0.447
N (-1.5156, 0.5489, 0.4900)  0.927
C (-1.3841, 1.3533, 1.6424)  -0.055
C (-2.0955, 0.9642, 2.7814)  -0.492
C (-2.1463, 1.7423, 3.9221)  -1.002
C (-1.4801, 2.9600, 3.9684)  0.350
C (-1.5486, 3.8456, 5.1861)  -1.562
C (-0.7262, 3.3296, 2.8622)  -0.715
C (-0.6278, 2.5443, 1.7147)  -0.215
C (0.2829, 3.0019, 0.5471)  1.501
O (0.2941, 2.2243, -0.5609)  -1.040
C (-0.1814, 4.4150, 0.0435)  0.437
F (-1.5143, 4.4727, -0.0772)  -0.213
F (0.1665, 5.4468, 0.8598)  -0.295
F (0.3332, 4.7128, -1.1541)  -0.258
C (1.7557, 3.1553, 1.0917)  0.667
F (2.2665, 1.9901, 1.4910)  -0.220
F (2.5622, 3.6362, 0.1227)  -0.294
F (1.9072, 3.9994, 2.1447)  -0.305
C (-3.0222, 0.1921, -1.5140)  0.070
C (-4.1010, 0.7033, -2.2308)  -0.368
C (-2.4219, -1.1548, -2.0287)  1.262
O (-1.5548, -1.7494, -1.2482)  -0.776
C (-1.7390, -0.9109, -3.4319)  0.434
F (-0.6010, -0.2238, -3.2758)  -0.173
F (-2.4534, -0.2265, -4.3731)  -0.323
F (-1.4125, -2.0824, -4.0281)  -0.319
C (-3.6143, -2.1836, -2.2623)  0.544
F (-4.4728, -2.1771, -1.2185)  -0.301
F (-3.1708, -3.4443, -2.3654)  -0.277
F (-4.3909, -2.0030, -3.3811)  -0.311
H (-6.5297, 3.1069, -2.2377)  0.363
H (-6.6800, 1.5009, -2.9591)  0.334
H (-5.6276, 2.7021, -3.6988)  0.302
H (-4.9706, 3.3696, -0.3972)  0.255
H (-3.0940, 2.5966, 0.8757)  0.299
H (-2.6492, 0.0355, 2.7180)  0.406
H (-2.7217, 1.4091, 4.7808)  0.332
H (-2.5368, 3.7991, 5.6482)  0.384
H (-1.3475, 4.8847, 4.9216)  0.377
H (-0.8163, 3.5512, 5.9437)  0.283
H (-0.1969, 4.2713, 2.9056)  0.396
H (-4.4139, 0.1752, -3.1186)  0.492
N (7.8777, -6.8826, 0.0818)  -0.607
C (7.0346, -6.1001, 0.0377)  0.022
C (5.9827, -5.1232, -0.0137)  0.633
C (6.1847, -3.8523, 0.5239)  -0.876
C (5.1699, -2.9157, 0.4726)  -0.220
C (3.9362, -3.2244, -0.1033)  -0.726
C (3.7483, -4.4989, -0.6398)  -0.336
C (4.7584, -5.4424, -0.5990)  -0.867
C (2.8525, -2.2095, -0.1527)  1.314
C (3.1319, -1.0229, -0.8488)  0.111
C (4.2739, -0.7187, -1.6415)  -0.556
C (4.0409, 0.5103, -2.2198)  -1.367
C (2.7671, 0.9265, -1.7733)  -0.299
N (2.2342, 0.0192, -0.9663)  0.234
C (1.6506, -2.5302, 0.4565)  0.282
C (1.3214, -3.7141, 1.1975)  -0.663
C (0.0188, -3.5803, 1.5922)  -1.469
C (-0.4309, -2.3215, 1.0986)  -0.082
N (0.5320, -1.7058, 0.4494)  0.280
H (7.1352, -3.6083, 0.9800)  0.420
H (5.3162, -1.9303, 0.8944)  0.542
H (2.8018, -4.7349, -1.1069)  0.609
H (4.6086, -6.4250, -1.0266)  0.424
H (5.1343, -1.3516, -1.7897)  0.514
H (4.6892, 1.0523, -2.8903)  0.409
H (2.2297, 1.8383, -1.9838)  0.608
H (1.9851, -4.5370, 1.4081)  0.533
H (-0.5695, -4.2859, 2.1572)  0.408
H (-1.4007, -1.8591, 1.1669)  0.495

***

Entry from the OMol25 dataset: a 12-piece molecular cluster, C22H68O17 overall in a non-equilibrium geometry (the ωB97M-V functional and the def2-TZVPD basis).

Highest occupied orbital energy, Ha: -0.3562
Relative energy (zero: lowest compared OMol25 entry of this formula, charge and spin), kcal per mole: 2.4
SMILES: OCCO.OCCO.OCCO.OCCO.OCCO.CCO.CCO.CCO.CCO.CCO.CO.CO
Multiplicity: 1

Last column: Mulliken charge in e.
CARTESIAN COORDINATES (ANGSTROEM)
O (3.7221, 4.2239, -1.0578)  -0.543
C (3.4058, 3.0314, -0.3024)  0.249
C (2.8431, 3.4707, 0.9838)  -0.306
O (1.4920, 3.9763, 0.8038)  -0.522
H (4.3837, 4.0132, -1.7231)  0.319
H (2.6266, 2.4467, -0.7522)  -0.201
H (4.2786, 2.3865, -0.1399)  0.443
H (3.4696, 4.2454, 1.4680)  0.416
H (2.7895, 2.6318, 1.6678)  0.037
H (1.4962, 4.6265, 0.1050)  0.282
O (1.2040, 3.4688, -5.3611)  -0.591
C (0.5697, 3.2743, -3.9809)  -0.540
C (1.6449, 2.6356, -3.2012)  0.708
O (1.8874, 1.3048, -3.7983)  -0.702
H (0.5121, 3.4867, -6.0264)  0.324
H (0.2907, 4.2305, -3.5402)  0.392
H (-0.3052, 2.6037, -3.9851)  0.197
H (1.3479, 2.4873, -2.1463)  -0.597
H (2.5592, 3.1592, -3.3366)  0.102
H (1.8688, 1.3941, -4.7553)  0.325
O (-0.6933, 3.1263, 2.3573)  -0.479
C (-0.2626, 2.7461, 3.6723)  -0.105
C (-1.2791, 1.9570, 4.4443)  -0.159
O (-2.3285, 2.7827, 4.8677)  -0.613
H (-0.0094, 3.4721, 1.7964)  0.202
H (0.6175, 2.0688, 3.4799)  0.091
H (0.0314, 3.6296, 4.2706)  0.324
H (-0.8014, 1.4580, 5.3008)  0.411
H (-1.6617, 1.1599, 3.7771)  -0.137
H (-2.6942, 3.2594, 4.1056)  0.359
O (2.3967, -0.4955, -5.8362)  -0.466
C (1.4124, -1.5724, -5.8718)  -0.573
C (0.2106, -1.1931, -5.0485)  -0.667
O (0.5431, -1.0498, -3.6992)  -0.328
H (3.0725, -0.6554, -6.5099)  0.264
H (1.1779, -1.8771, -6.9018)  0.452
H (1.8145, -2.5084, -5.4392)  0.243
H (-0.5088, -2.0243, -5.0909)  0.376
H (-0.2379, -0.2634, -5.4632)  0.267
H (1.1740, -0.3143, -3.6931)  0.391
O (-3.0161, 1.9920, 1.0238)  -0.005
C (-4.0339, 1.6901, 1.9403)  -0.343
C (-4.9196, 2.8612, 2.1352)  -0.615
O (-4.2267, 3.9339, 2.8441)  -0.512
H (-2.2490, 2.4150, 1.4796)  0.104
H (-4.6855, 0.8956, 1.5273)  0.337
H (-3.5820, 1.3125, 2.8670)  0.248
H (-5.8092, 2.5847, 2.6908)  0.422
H (-5.2497, 3.2319, 1.1585)  0.301
H (-4.8421, 4.6630, 2.8425)  0.276
C (-2.3938, 0.8845, -3.5401)  -1.145
C (-2.2780, 1.5017, -2.1496)  1.534
O (-3.4680, 2.2161, -1.8654)  -0.724
H (-1.5022, 0.2270, -3.6851)  -0.018
H (-2.4861, 1.6469, -4.3059)  0.361
H (-3.2418, 0.1910, -3.4304)  0.441
H (-1.3788, 2.1653, -2.1318)  -0.090
H (-2.0984, 0.7183, -1.4128)  -0.750
H (-3.6209, 2.2311, -0.9148)  0.342
C (-3.4082, -2.0716, -1.1540)  -0.601
C (-3.5961, -2.7908, 0.1637)  -0.239
O (-4.9279, -2.5843, 0.6052)  -0.572
H (-2.3701, -2.2750, -1.4140)  0.130
H (-3.5777, -0.9958, -1.1758)  -0.009
H (-4.0490, -2.5944, -1.8879)  0.531
H (-2.8412, -2.5638, 0.9358)  0.140
H (-3.4570, -3.8229, -0.1254)  0.367
H (-5.1423, -3.1612, 1.3696)  0.302
C (0.8306, -4.7694, 2.1597)  0.040
C (1.3188, -6.1054, 1.8055)  -0.448
O (1.2849, -6.3237, 0.3962)  -0.493
H (-0.1846, -4.5182, 1.7742)  0.082
H (1.4511, -4.0000, 1.7280)  -0.422
H (0.8138, -4.6555, 3.2324)  0.344
H (0.7201, -6.8994, 2.3076)  0.400
H (2.3786, -6.2437, 2.1331)  0.230
H (0.7643, -7.1044, 0.1550)  0.277
C (3.6936, -0.7172, 3.3842)  -1.001
C (3.4862, -1.3843, 2.0895)  1.133
O (4.8133, -1.5155, 1.4516)  -0.630
H (3.9785, 0.3366, 3.2936)  0.264
H (4.3916, -1.2044, 4.0204)  0.373
H (2.6840, -0.6836, 3.8125)  0.095
H (2.8660, -0.8205, 1.3784)  -0.329
H (2.9891, -2.3461, 2.1741)  -0.191
H (4.7656, -1.9646, 0.6002)  0.301
C (0.3475, 0.6969, -0.0808)  0.702
C (-0.3580, -0.1949, 0.9122)  -0.075
O (0.3990, -1.3486, 1.3458)  0.604
H (1.3630, 0.9430, 0.2696)  -0.452
H (-0.1909, 1.6391, -0.0841)  0.448
H (0.3816, 0.2389, -1.0683)  -0.199
H (-1.3156, -0.4789, 0.5341)  0.103
H (-0.5862, 0.3633, 1.8182)  -0.778
H (0.4590, -1.9477, 0.5859)  -0.124
C (0.1056, -1.6231, 4.4483)  -0.217
O (0.7117, -2.2378, 5.5973)  -0.595
H (-0.9751, -1.8282, 4.4805)  0.417
H (0.2842, -0.5627, 4.4000)  0.043
H (0.5597, -1.9899, 3.5064)  -0.035
H (1.6744, -2.1225, 5.4778)  0.329
C (1.5951, -3.6514, -1.6210)  -0.560
O (0.8486, -2.5267, -1.1535)  -0.186
H (1.8345, -4.2653, -0.7485)  0.078
H (0.9569, -4.1349, -2.3475)  0.257
H (2.5614, -3.3966, -2.0801)  0.264
H (0.6887, -1.9579, -1.9185)  0.097

***

Entry from the OMol25 dataset: an isolated molecule of C3H6N2O2 in a non-equilibrium geometry (the ωB97M-V functional and the def2-TZVPD basis).

Highest occupied orbital energy (spin up / spin down), Ha: -0.2733 / -0.2732
Relative energy (zero: lowest compared OMol25 entry of this formula, charge and spin), kcal per mole: 165.3
SMILES: C/C(N)=[N+](\[O-])C=O
Multiplicity: 1

Last column: Mulliken charge in e.
CARTESIAN COORDINATES (ANGSTROEM)
C (-0.9991, 1.2282, -0.7897)  -1.127
C (-0.5160, 0.0592, 0.0168)  0.621
N (-1.1432, -0.2603, 1.1537)  -0.362
N (0.7733, -0.2615, -0.0419)  0.091
O (0.8921, -0.6907, -1.3642)  -0.697
C (2.0477, -1.1317, 0.1507)  0.101
O (2.3060, -1.1903, 1.3486)  -0.477
H (-2.0517, 1.0976, -1.0491)  0.357
H (-0.9159, 2.1362, -0.1832)  0.284
H (-0.3971, 1.3539, -1.6854)  0.321
H (-2.1010, 0.0245, 1.2923)  0.225
H (-0.7286, -0.9833, 1.7296)  0.253
H (2.8332, -1.3820, -0.5780)  0.411

***

Entry from the OMol25 dataset: a 8-piece molecular cluster, H15O8 overall (the ωB97M-V functional and the def2-TZVPD basis).

Total charge: -1
Highest occupied orbital energy, Ha: -0.2283
Relative energy (zero: lowest compared OMol25 entry of this formula, charge and spin), kcal per mole: 0.0
Multiplicity: 1

Last column: Mulliken charge in e.
CARTESIAN COORDINATES (ANGSTROEM)
O (-0.9666, -2.0690, 0.7244)  -0.804
H (-0.4949, -1.4462, 1.3047)  0.407
O (0.8342, -1.7331, -1.5366)  -0.804
H (0.4980, -0.9292, -1.9676)  0.399
H (0.2280, -1.8598, -0.7809)  0.445
O (0.9368, -0.2287, 2.1420)  -0.796
H (0.7700, 0.5480, 1.5831)  0.352
H (1.6133, -0.6903, 1.6060)  0.349
O (-2.6328, 0.1178, -0.2341)  -0.816
H (-1.6383, -1.4914, 0.2975)  0.428
H (-2.2341, 0.8160, 0.3222)  0.437
O (-1.3831, 1.8177, 1.5237)  -0.820
H (-0.6114, 1.9697, 0.9129)  0.491
H (-1.1535, 0.9825, 1.9494)  0.327
O (-0.5888, 0.6979, -2.1772)  -0.789
H (-0.4931, 1.4332, -2.7832)  0.244
H (-2.2237, 0.2968, -1.0913)  0.377
O (0.7775, 1.5496, -0.0887)  -1.057
H (1.1504, 2.4106, -0.3160)  0.127
H (-0.0838, 1.0258, -1.3611)  0.517
O (2.9348, -0.4863, -0.2641)  -0.745
H (2.5565, 0.4104, -0.2197)  0.329
H (2.1643, -0.9476, -0.6303)  0.407

***

Entry from the OMol25 dataset: a 2-piece molecular cluster, C4H14NO2 overall in a non-equilibrium geometry (the ωB97M-V functional and the def2-TZVPD basis).

Total charge: +1
Highest occupied orbital energy, Ha: -0.5246
Relative energy (zero: lowest compared OMol25 entry of this formula, charge and spin), kcal per mole: 42.2
Multiplicity: 1

Last column: Mulliken charge in e.
CARTESIAN COORDINATES (ANGSTROEM)
C (0.0207, 0.3064, 2.2873)  -1.133
C (-0.4940, 0.3486, 0.7069)  -0.526
C (0.4099, -0.3765, -0.2149)  0.277
C (0.6555, -1.8641, 0.0552)  -1.274
O (-0.3300, -0.3060, -1.4548)  -0.611
N (-1.8276, -0.3550, 0.7785)  -0.289
H (0.8760, 0.9768, 2.3827)  0.338
H (0.3358, -0.7193, 2.3577)  0.335
H (-0.6308, 0.8222, 3.0275)  0.423
H (-0.7662, 1.2743, 0.2521)  0.477
H (1.3244, 0.2345, -0.3226)  0.546
H (0.9364, -1.8958, 1.0859)  0.347
H (1.5374, -2.2678, -0.4924)  0.377
H (-0.2936, -2.3613, -0.2231)  0.290
H (0.2588, -0.0132, -2.2513)  0.316
H (-2.2311, -0.5742, -0.1293)  0.333
H (-2.5186, 0.1833, 1.3470)  0.375
H (-1.5971, -1.2224, 1.3400)  0.390
H (1.4554, 2.8682, -1.8155)  0.265
H (1.8492, 1.7228, -2.6202)  0.274
O (1.4181, 1.9274, -1.8446)  -0.532